--- a ---
Density functional theory data (ωB97M-V with the def2-TZVPD basis set) for a cluster of 4 separate species, C6H22NO4 in total.

Calculated values
LUMO level: -2.79 eV
Total charge: +1

Geometry as XYZ:
```
33
C6H22NO4 ωB97M-V with the def2-TZVPD basis set
C 2.43 -1.40 0.12
O 2.31 -2.44 1.07
C 1.22 -0.57 0.20
C 1.53 0.74 -0.60
C 0.13 1.53 -0.79
C -0.92 0.61 -1.62
C 0.18 2.94 -1.14
N 0.83 -0.36 1.64
H 3.43 -0.90 0.11
H 2.56 -1.73 -0.94
H 2.58 -3.42 0.65
H 0.29 -1.12 -0.22
H 1.73 0.17 -1.61
H 2.46 1.26 -0.36
H -0.41 1.48 0.35
H -1.39 0.00 -0.87
H -1.69 1.29 -2.14
H -0.60 -0.19 -2.31
H -0.06 3.21 -2.24
H -0.66 3.55 -0.70
H 1.15 3.31 -0.93
H -0.17 -0.17 1.77
H 1.20 -1.24 2.19
H 1.35 0.39 2.16
H -1.80 -2.34 -2.80
H -2.99 -1.98 -1.89
O -2.06 -2.24 -1.95
H -2.34 -1.92 2.22
H -3.23 -1.13 1.41
O -2.27 -1.33 1.54
H -1.97 0.62 2.68
H -1.48 2.14 2.59
O -1.34 1.23 2.39
```

---

--- b ---
Density functional theory data (ωB97M-V with the def2-TZVPD basis set) for a cluster of 5 separate species, C6H22NO4 in total.

Calculated values
LUMO level: -3.21 eV
Total charge: +1

Geometry as XYZ:
```
33
C6H22NO4 ωB97M-V with the def2-TZVPD basis set
C 0.87 2.72 0.30
C 1.16 1.32 -0.38
C 0.33 0.16 0.17
C -0.79 -0.10 -0.56
C 0.57 -0.40 1.61
C 0.25 -1.84 2.03
N -0.50 3.15 -0.14
H 1.54 3.47 0.00
H 0.98 2.60 1.40
H 2.21 1.10 -0.36
H 0.92 1.49 -1.53
H -1.57 -0.86 -0.48
H -1.13 0.49 -1.42
H 1.71 -0.35 1.75
H -0.09 0.17 2.23
H 0.94 -2.63 1.72
H 0.05 -1.87 3.13
H -0.73 -2.13 1.83
H -0.49 4.19 -0.06
H -1.31 2.70 0.40
H -0.82 2.84 -1.05
H -3.14 0.52 0.34
H -3.38 2.01 -0.28
O -2.70 1.35 -0.08
H 0.11 -3.23 -1.79
H 1.23 -2.70 -2.61
O 0.86 -3.53 -2.24
H 3.42 0.19 -2.40
H 3.34 -0.97 -1.35
O 2.81 -0.32 -1.94
H -1.70 -3.37 0.07
H -2.57 -3.36 1.22
O -2.37 -2.83 0.47
```

---

Result of the stability comparison: a is the most stable of them.

---

--- a ---
Density functional theory data (ωB97M-V with the def2-TZVPD basis set) for a structure of composition C32H29BF2IN4O5W.

Calculated values
LUMO level (spin up / spin down): 1.50 / 1.31 eV
Multiplicity: 3
Total charge: -1

Geometry as XYZ:
```
75
C32H29BF2IN4O5W ωB97M-V with the def2-TZVPD basis set
W -0.04 -0.03 0.19
O 2.58 -4.78 -4.67
C 2.03 -5.09 -3.59
O 1.78 -6.20 -3.09
C 1.60 -3.88 -2.74
C 2.01 -2.60 -3.06
C 1.62 -1.53 -2.27
N 0.82 -1.67 -1.21
C 0.39 -2.91 -0.92
C 0.76 -4.03 -1.63
C -0.54 -3.00 0.26
O -0.97 -4.06 0.66
O -0.82 -1.83 0.80
H 2.64 -2.46 -3.93
H 1.92 -0.52 -2.51
H 0.40 -5.01 -1.34
C 2.45 -2.22 1.40
N 2.09 -0.81 1.52
C 3.31 -0.01 1.36
C 1.57 -0.55 2.88
C 0.94 0.80 2.99
C 1.04 1.52 4.17
C 0.35 2.71 4.33
C -0.44 3.18 3.29
C -0.51 2.47 2.10
C 0.16 1.26 1.91
H 3.20 -2.50 2.15
H 2.85 -2.42 0.41
H 1.57 -2.85 1.55
H 4.06 -0.32 2.10
H 3.09 1.05 1.49
H 3.72 -0.16 0.36
H 2.39 -0.66 3.61
H 0.83 -1.33 3.10
H 1.65 1.13 4.98
H 0.42 3.26 5.26
H -0.99 4.11 3.40
H -1.12 2.87 1.30
I -2.17 -0.75 3.30
C -2.94 -0.12 1.46
C -4.33 -0.20 1.40
C -5.00 0.31 0.31
C -4.26 0.95 -0.66
C -2.89 0.98 -0.54
N -2.20 0.41 0.47
H -4.86 -0.66 2.22
H -6.08 0.23 0.24
H -4.72 1.42 -1.52
H -2.31 1.47 -1.30
F -0.47 2.84 -1.17
B -0.12 1.52 -1.34
F -0.20 1.19 -2.69
C -2.59 -1.77 -4.41
C -2.55 -2.12 -2.94
O -1.85 -1.13 -2.17
H -3.24 -2.46 -4.96
H -1.59 -1.83 -4.85
H -2.97 -0.75 -4.56
H -2.06 -3.09 -2.80
H -3.55 -2.18 -2.53
H -1.20 -0.69 -2.74
N 7.87 3.87 -4.69
C 6.96 3.48 -4.10
C 5.82 2.99 -3.36
C 5.67 1.62 -3.15
C 4.58 1.15 -2.44
C 3.62 2.04 -1.94
C 3.79 3.42 -2.16
C 4.88 3.88 -2.86
C 2.48 1.56 -1.24
C 1.50 1.15 -0.64
H 6.41 0.93 -3.53
H 4.46 0.09 -2.27
H 3.05 4.10 -1.76
H 5.02 4.95 -3.02
```

---

--- b ---
Density functional theory data (ωB97M-V with the def2-TZVPD basis set) for a structure of composition C32H29BF2IN4O5W.

Calculated values
LUMO level (spin up / spin down): 1.74 / 0.97 eV
Multiplicity: 3
Total charge: -1

Geometry as XYZ:
```
75
C32H29BF2IN4O5W ωB97M-V with the def2-TZVPD basis set
W -0.55 0.16 -0.37
O -4.22 4.59 3.90
C -4.78 3.77 3.17
O -5.98 3.59 2.89
C -3.81 2.86 2.37
C -4.30 1.91 1.48
C -3.42 1.14 0.74
N -2.09 1.28 0.83
C -1.62 2.15 1.75
C -2.43 2.95 2.52
C -0.12 2.12 1.88
O 0.48 2.81 2.66
O 0.41 1.19 1.12
H -5.37 1.79 1.39
H -3.78 0.39 0.06
H -2.00 3.64 3.23
C -0.20 3.31 -1.03
N -0.87 2.15 -1.67
C -2.25 2.57 -1.97
C -0.19 1.88 -2.96
C 1.19 1.39 -2.64
C 2.28 1.75 -3.42
C 3.56 1.42 -3.00
C 3.73 0.78 -1.78
C 2.62 0.43 -1.01
C 1.32 0.69 -1.44
H -0.19 4.16 -1.72
H 0.82 3.06 -0.75
H -0.76 3.61 -0.14
H -2.22 3.43 -2.64
H -2.76 2.87 -1.06
H -2.79 1.77 -2.45
H -0.17 2.79 -3.56
H -0.78 1.14 -3.50
H 2.14 2.30 -4.34
H 4.42 1.68 -3.60
H 4.72 0.55 -1.41
H 2.79 -0.06 -0.07
I -1.68 -4.23 -0.60
C -2.15 -0.51 -1.58
C -3.38 -0.83 -2.12
C -3.39 -1.60 -3.27
C -2.20 -2.02 -3.85
C -1.00 -1.67 -3.25
N -1.04 -0.92 -2.15
H -4.31 -0.52 -1.66
H -4.34 -1.90 -3.71
H -2.20 -2.64 -4.73
H -0.04 -1.98 -3.63
F 1.45 -2.29 -2.16
B 1.40 -2.50 -0.83
F 1.96 -3.65 -0.46
C 0.08 -2.27 2.40
C -1.23 -1.52 2.30
O -1.62 -1.30 0.93
H 0.35 -2.35 3.45
H 1.23 -0.53 2.02
H -0.06 -3.28 2.01
H -1.17 -0.54 2.76
H -2.04 -2.08 2.78
H -1.70 -2.20 0.47
N 7.44 -3.98 3.31
C 6.40 -3.58 3.02
C 5.09 -3.09 2.67
C 4.02 -3.97 2.54
C 2.77 -3.49 2.20
C 2.56 -2.13 1.98
C 3.64 -1.26 2.13
C 4.90 -1.73 2.46
C 1.20 -1.55 1.63
C 0.86 -1.45 0.15
H 4.18 -5.03 2.70
H 1.96 -4.19 2.08
H 3.49 -0.20 1.99
H 5.73 -1.04 2.58
```

---

Result of the stability comparison: b is the most stable of them.

---

--- a ---
Density functional theory data (ωB97M-V with the def2-TZVPD basis set) for a cluster of 16 separate species, C4H41NO16 in total.

Calculated values
LUMO level: -0.04 eV

Geometry as XYZ:
```
62
C4H41NO16 ωB97M-V with the def2-TZVPD basis set
C 0.30 -0.44 0.84
C 0.32 1.01 1.28
C -0.88 1.95 1.28
C -0.77 3.13 0.39
N 1.37 -1.38 1.23
H 0.28 -0.51 -0.23
H -0.55 -0.95 1.33
H 1.26 1.57 0.91
H 0.66 0.90 2.38
H -0.98 2.31 2.36
H -1.19 2.87 -0.56
H 0.20 3.61 0.21
H 1.20 -1.67 2.13
H 0.92 -3.06 -2.17
H 4.28 -1.98 -0.08
H 4.63 -0.58 0.25
O 4.43 -1.41 0.64
H -1.30 -3.35 -1.83
H -1.11 -4.55 -2.67
O -0.66 -3.62 -2.59
H 2.55 0.11 -2.20
H 1.75 0.54 -0.85
O 2.62 0.55 -1.32
H -2.01 1.63 -2.03
H -1.21 0.11 -2.20
O -1.66 0.84 -1.68
H 2.32 -0.97 1.07
H -1.21 -0.25 4.34
O -0.58 -0.88 4.25
H 0.06 -0.29 4.89
H 1.73 -0.11 3.83
O 1.87 0.57 4.49
H 2.00 1.37 3.95
H -1.87 0.83 0.01
O -2.09 1.29 0.86
H 2.27 -1.45 -2.99
H 1.90 -2.37 -1.05
O 1.76 -2.60 -1.88
H 2.78 -1.10 -4.26
H -0.72 -0.63 -4.41
O 2.23 -0.71 -3.57
H -1.58 3.95 0.65
H -0.95 -1.68 -3.25
O -0.68 -0.74 -3.47
H -3.98 0.65 2.96
H -3.61 0.71 1.45
O -4.19 1.13 2.12
H 4.19 0.09 2.27
H 3.46 1.32 1.54
O 3.36 0.59 2.12
H -4.30 2.02 -0.89
H -3.26 2.54 0.00
O -3.81 2.74 -0.75
H -2.89 -0.11 -1.03
H -4.28 -0.09 -0.68
O -3.54 -0.63 -0.62
H -3.31 -3.82 -1.21
H -3.26 -2.33 -1.49
O -3.10 -3.19 -1.89
H 4.15 3.16 -1.02
H 2.87 2.38 -0.98
O 3.39 2.93 -0.44
```

---

--- b ---
Density functional theory data (ωB97M-V with the def2-TZVPD basis set) for a structure of composition C4H41NO16.

Calculated values
LUMO level: 0.11 eV

Geometry as XYZ:
```
62
C4H41NO16 ωB97M-V with the def2-TZVPD basis set
C -0.27 -0.45 2.55
N 0.09 0.98 2.47
C -0.71 1.61 3.58
C -0.68 0.51 4.74
C 0.04 -0.68 4.10
H 0.23 -1.23 1.93
H -1.30 -0.69 2.23
H 1.02 1.23 2.49
H -1.72 1.97 3.27
H -0.38 2.49 4.05
H -0.05 0.93 5.52
H -1.77 0.30 4.97
H -0.34 -1.62 4.56
H 1.11 -0.64 4.49
H 4.20 0.22 2.54
H 3.59 0.93 3.64
O 4.00 1.15 2.72
H -0.80 -0.13 -4.22
H 0.39 -0.24 -3.36
O 0.11 -0.36 -4.30
H 2.84 -3.32 -3.05
H 2.02 -2.05 -3.15
O 2.74 -2.40 -2.66
H -3.66 1.41 -1.45
H -2.42 1.17 -2.45
O -2.87 1.02 -1.54
H -4.00 -0.41 1.65
H -3.84 1.11 2.06
O -3.71 0.16 2.31
H 2.07 0.99 -2.50
H 0.76 1.15 -1.61
O 1.39 0.57 -1.98
H -0.49 -2.18 -3.27
H -1.23 -2.86 -2.00
O -0.56 -2.94 -2.70
H -0.31 1.79 1.14
H -1.70 2.28 -0.01
O -0.86 2.60 0.35
H 0.99 -3.42 -0.51
H -0.36 -3.71 0.12
O 0.21 -2.93 -0.20
H 0.85 3.54 -1.98
H -0.24 2.88 -0.94
O 0.22 2.79 -1.84
H -3.15 -1.83 -3.07
H -3.33 -0.26 -3.15
O -3.11 -1.05 -3.64
H -0.94 2.55 -3.18
H -1.78 2.34 -4.46
O -1.83 2.35 -3.52
H 1.90 -1.18 -0.58
H 3.00 -2.13 -1.00
O 2.57 -1.72 -0.22
H 2.86 2.25 2.04
H 2.15 1.93 0.62
O 2.02 2.31 1.53
H -1.57 -1.67 -0.65
H -2.63 -0.90 -1.37
O -2.43 -1.79 -1.13
H 2.56 -1.51 2.95
H 3.84 -1.56 1.84
O 3.57 -1.47 2.82
```

---

Result of the stability comparison: b is the most stable of them.

---

--- a ---
Density functional theory data (ωB97M-V with the def2-TZVPD basis set) for a cluster of 2 separate species, C7H12NS2 in total.

Calculated values
LUMO level: -4.70 eV
Total charge: +1

Geometry as XYZ:
```
22
C7H12NS2 ωB97M-V with the def2-TZVPD basis set
C 1.28 0.44 1.43
C 0.30 0.75 0.58
C -2.66 -1.65 0.04
C 2.31 -0.46 0.87
C 1.93 -0.44 -0.62
C 0.69 0.30 -0.74
C -0.73 1.90 0.77
N 0.33 0.94 -1.89
S -1.28 -2.47 -0.36
S -4.38 -2.10 -0.20
H 1.29 0.61 2.51
H 3.25 0.04 1.04
H 2.29 -1.46 1.31
H 2.65 0.13 -1.13
H 1.78 -1.42 -0.98
H -0.04 2.83 0.92
H -1.50 1.95 1.64
H -1.37 1.90 -0.21
H 0.83 0.69 -2.77
H -2.52 -0.68 0.51
H -0.56 1.38 -1.94
H -3.88 -3.19 -0.76
```

---

--- b ---
Density functional theory data (ωB97M-V with the def2-TZVPD basis set) for the ion C7H12NS2 with charge +1.

Calculated values
LUMO level: -3.65 eV
Total charge: +1

Geometry as XYZ:
```
22
C7H12NS2 ωB97M-V with the def2-TZVPD basis set
C 0.10 0.71 1.44
C -0.15 0.05 -0.06
C -1.00 0.91 -0.92
C -2.46 0.65 -0.56
S -2.64 -1.00 0.13
C -0.91 -1.29 0.17
C -0.19 -2.42 0.34
S 1.54 -2.15 0.29
C 1.45 -0.63 -0.60
N 2.50 0.37 -0.13
H -0.56 0.31 2.10
H -0.03 1.80 1.36
H 1.13 0.41 1.75
H -0.83 0.56 -2.01
H -0.95 2.00 -1.15
H -2.97 1.27 0.26
H -3.28 0.78 -1.33
H -0.47 -3.50 0.71
H 1.52 -0.64 -1.69
H 3.02 -0.08 0.59
H 2.00 1.28 0.18
H 3.17 0.60 -0.86
```

---

Result of the stability comparison: a is the most stable of them.

---

--- a ---
Density functional theory data (ωB97M-V with the def2-TZVPD basis set) for a cluster of 2 separate species, C2H8S4 in total.

Calculated values
LUMO level: 0.49 eV

Geometry as XYZ:
```
14
C2H8S4 ωB97M-V with the def2-TZVPD basis set
C -3.29 -0.53 -2.13
S -2.70 -1.36 -0.62
S -2.15 0.27 0.52
H -2.43 -0.12 -2.66
H -4.02 0.22 -1.87
H -3.79 -1.27 -2.75
H -0.94 0.45 -0.02
C 2.84 0.70 0.43
S 1.70 0.52 1.83
S 2.66 -0.95 2.92
H 3.85 0.85 0.76
H 2.47 1.56 -0.12
H 2.75 -0.17 -0.21
H 3.05 -0.17 3.92
```

---

--- b ---
Density functional theory data (ωB97M-V with the def2-TZVPD basis set) for a cluster of 2 separate species, C2H8S4 in total.

Calculated values
LUMO level: 0.28 eV

Geometry as XYZ:
```
14
C2H8S4 ωB97M-V with the def2-TZVPD basis set
C 1.77 0.19 1.25
S 1.99 0.72 -0.46
S 1.58 -0.83 -1.73
H 1.05 0.90 1.63
H 1.57 -0.87 1.44
H 2.71 0.38 1.77
H 2.52 -1.65 -1.28
C -1.59 -0.42 -1.35
S -2.34 0.98 -0.41
S -1.75 1.18 1.63
H -0.85 -0.88 -0.70
H -2.31 -1.26 -1.48
H -1.39 -0.13 -2.36
H -2.97 1.70 2.05
```

---

--- c ---
Density functional theory data (ωB97M-V with the def2-TZVPD basis set) for a cluster of 2 separate species, C2H8S4 in total.

Calculated values
LUMO level: 0.46 eV

Geometry as XYZ:
```
14
C2H8S4 ωB97M-V with the def2-TZVPD basis set
C 1.01 3.61 -2.17
S 0.35 3.15 -0.53
S 1.43 1.45 -0.06
H 0.25 3.41 -2.92
H 1.91 3.05 -2.36
H 1.28 4.66 -2.14
H 0.54 0.51 -0.43
C -0.66 -2.97 -0.94
S -0.11 -2.23 0.64
S -1.67 -2.67 1.91
H -1.46 -3.68 -0.77
H 0.17 -3.50 -1.40
H -1.02 -2.16 -1.56
H -1.25 -3.88 2.33
```

---

Result of the stability comparison: a is the most stable of them.

---

--- a ---
Density functional theory data (ωB97M-V with the def2-TZVPD basis set) for a cluster of 2 separate species, C4H7N2S in total.

Calculated values
LUMO level: -5.53 eV
Total charge: +1

Geometry as XYZ:
```
14
C4H7N2S ωB97M-V with the def2-TZVPD basis set
C 2.25 -0.85 2.05
C -0.18 1.04 1.10
C -0.10 -0.16 -1.73
C -1.33 0.00 -0.83
N 1.34 -0.87 1.39
N -1.02 0.18 0.70
S 0.87 2.11 1.35
H 3.09 -0.87 2.65
H -0.49 -0.38 -2.71
H 0.38 0.88 -1.87
H 0.80 -0.79 -1.45
H -1.97 0.78 -1.17
H -1.88 -0.95 -0.92
H -1.77 -0.13 1.47
```

---

--- b ---
Density functional theory data (ωB97M-V with the def2-TZVPD basis set) for the ion C4H7N2S with charge +1.

Calculated values
LUMO level: -4.06 eV
Total charge: +1

Geometry as XYZ:
```
14
C4H7N2S ωB97M-V with the def2-TZVPD basis set
C 1.28 -1.21 -0.86
N 0.52 -1.02 -1.86
C -0.65 -0.54 -1.16
S -0.98 1.24 -1.16
C -0.81 1.28 0.59
N 0.43 0.56 0.91
C 0.32 -0.80 0.28
H 2.27 -1.44 -1.06
H -1.55 -1.06 -1.02
H -1.69 0.89 0.98
H -0.80 2.41 0.84
H 1.35 0.95 0.62
H 0.48 0.28 1.90
H -0.16 -1.54 1.01
```

---

Result of the stability comparison: a is the most stable of them.

---

--- a ---
Density functional theory data (ωB97M-V with the def2-TZVPD basis set) for the ion C4H7N2S with charge +1.

Calculated values
LUMO level: -4.00 eV
Total charge: +1

Geometry as XYZ:
```
14
C4H7N2S ωB97M-V with the def2-TZVPD basis set
C 0.41 -0.41 0.32
C 0.80 -2.70 0.85
C -0.49 1.26 -1.10
C -0.57 1.90 0.43
N 1.20 -1.54 0.58
N 0.02 -0.06 -0.89
S 0.32 0.71 1.49
H 1.36 -3.59 1.10
H -0.25 -2.84 0.90
H -1.51 1.23 -1.41
H 0.11 1.76 -1.77
H -0.04 2.75 0.48
H -1.56 2.07 0.74
H 0.22 -0.52 -1.70
```

---

--- b ---
Density functional theory data (ωB97M-V with the def2-TZVPD basis set) for the ion C4H7N2S with charge +1.

Calculated values
LUMO level: -4.54 eV
Total charge: +1

Geometry as XYZ:
```
14
C4H7N2S ωB97M-V with the def2-TZVPD basis set
C 0.88 -0.72 0.82
C -0.93 0.12 -1.15
C -1.43 -0.42 0.14
C 0.96 1.16 -0.68
N -0.46 -0.85 1.06
N 1.52 0.17 0.06
S -1.55 0.17 -2.56
H 1.43 -1.16 1.58
H -1.86 0.46 0.57
H -2.16 -1.15 0.06
H 1.34 1.28 -1.69
H 0.52 2.09 -0.28
H -0.80 -1.32 1.94
H 2.54 0.18 0.14
```

---

Result of the stability comparison: a is the most stable of them.